Record 1
Formula: Br3HOSi
Source: OMol25
Level of theory: wB97M-V/def2-TZVPD

Summary:
- relative energy (zero: lowest compared OMol25 entry of this formula, charge and spin) (kcal per mole) = 43.9
- structure (SMILES) = O[Si](Br)(Br)Br
- E_HOMO (Ha) = -0.4002
- LUMO level (Eh) = -0.034
- E_tot (eV) = -220072.188

Geometry as ORCA input:
```
! wB97M-V def2-TZVPD RIJCOSX def2/J DEFGRID3
* xyz 0 1
O 1.16 -0.37 1.21
Si -0.38 -0.16 -0.17
Br -2.25 -0.10 0.99
Br -0.48 -1.43 -2.04
Br 0.00 1.87 -1.00
H 1.94 0.19 1.01
*
```

Atom charges from the natural (NBO) analysis, given in e for atoms 1 to 2: number 1, O, carries -1.02; number 2, Si, carries 1.26

---

Record 2
Formula: C26H31BrCrNO4S
Source: OMol25
Level of theory: wB97M-V/def2-TZVPD

Summary:
- relative energy (zero: lowest compared OMol25 entry of this formula, charge and spin) (kcal per mole) = 8.1
- E_HOMO (spin up / spin down) (Ha) = -0.1780 / -0.2976
- expectation value of S² = 8.78
- LUMO level (spin up / spin down) (Eh) = 0.003 / 0.002
- E_tot (eV) = -146443.190

Geometry as ORCA input:
```
! wB97M-V def2-TZVPD RIJCOSX def2/J DEFGRID3
* xyz 0 6
Cr 0.11 -0.50 0.51
C 3.58 1.23 3.38
C 2.21 0.81 2.82
C 1.86 -0.60 3.28
C 2.23 0.98 1.31
C 2.50 -0.06 0.43
C 2.58 0.17 -0.95
C 2.39 1.44 -1.48
C 2.43 1.67 -2.97
C 2.16 2.49 -0.58
C 2.08 2.27 0.77
H 3.58 1.16 4.47
H 3.82 2.25 3.10
H 4.37 0.58 3.00
H 1.45 1.49 3.20
H 2.63 -1.33 3.02
H 0.90 -0.94 2.88
H 1.76 -0.61 4.37
H 2.78 -1.04 0.81
H 2.79 -0.66 -1.61
H 1.52 1.30 -3.44
H 3.27 1.16 -3.43
H 2.50 2.74 -3.20
H 2.02 3.49 -0.97
H 1.88 3.09 1.44
O -1.60 -1.57 0.37
N -2.79 -1.21 -0.23
C -3.34 -2.12 -1.13
C -4.13 -1.70 -2.15
C -4.40 -0.34 -2.36
C -3.85 0.57 -1.43
C -3.06 0.14 -0.40
H -3.15 -3.16 -0.90
H -4.57 -2.46 -2.79
H -5.02 0.00 -3.18
H -4.06 1.63 -1.50
H -2.66 0.79 0.36
O 0.89 -2.26 -0.17
S -0.08 -3.32 -0.77
C 1.09 -4.60 -1.30
C 0.42 -5.91 -0.93
C -0.05 -5.73 0.52
C -0.68 -4.34 0.61
H 2.01 -4.43 -0.73
H 1.29 -4.47 -2.36
H 1.10 -6.75 -1.04
H -0.44 -6.09 -1.59
H 0.81 -5.80 1.19
H -0.76 -6.50 0.81
H -0.41 -3.77 1.51
H -1.77 -4.34 0.55
Br -2.42 6.47 -2.65
C -1.93 5.19 -1.35
C -1.47 3.95 -1.76
C -1.12 3.01 -0.80
C -1.21 3.31 0.55
C -1.67 4.56 0.94
C -2.04 5.51 0.00
C -0.80 2.33 1.62
O -0.55 2.74 2.74
O -0.69 1.09 1.26
H -1.40 3.72 -2.82
H -0.79 2.03 -1.11
H -1.72 4.79 2.00
H -2.40 6.48 0.30
*
```

Atom charges from the natural (NBO) analysis, given in e for atoms 1 to 2: number 1, Cr, carries 1.38; number 2, C, carries -0.59